Entry 1:
89
Properties=species:S:1:pos:R:3:lowdin_charge:R:1 method="wB97M-V/def2-TZVPD" e_homo_ev="-10.14 / -10.14" multiplicity=7 gap_ev="8.0 / 8.4" total_charge=+1 s_squared=12.496 e_lumo_ev="-2.13 / -1.76"
Tb -0.052 -0.391 0.529 1.45
N 0.685 -1.647 -1.674 -0.05
C -0.142 -2.804 -2.035 -0.22
C -1.577 -2.341 -2.298 -0.17
N -2.129 -1.577 -1.170 -0.19
C -2.916 -0.433 -1.651 -0.19
C -3.060 0.692 -0.627 -0.22
N -1.749 1.298 -0.325 -0.07
C -2.990 -2.428 -0.340 -0.18
C -2.197 -3.362 0.570 -0.21
N -1.259 -2.542 1.341 -0.06
H 0.698 -0.990 -2.457 0.01
H 1.644 -1.968 -1.552 0.09
H -0.108 -3.508 -1.201 0.10
H 0.227 -3.311 -2.942 0.13
H -2.200 -3.214 -2.537 0.13
H -1.561 -1.701 -3.185 0.10
H -3.920 -0.759 -1.960 0.14
H -2.402 -0.019 -2.520 0.05
H -3.473 0.315 0.310 0.08
H -3.760 1.428 -1.039 0.13
H -1.895 1.911 0.482 0.08
H -1.479 1.898 -1.110 0.06
H -3.682 -3.019 -0.957 0.13
H -3.576 -1.780 0.309 0.10
H -1.651 -4.116 0.002 0.10
H -2.914 -3.886 1.217 0.13
H -0.785 -3.120 2.037 0.10
H -1.864 -1.880 1.847 0.00
N -4.033 -1.859 8.227 0.12
C -3.614 -1.318 7.047 -0.31
C -3.641 0.068 6.833 -0.01
C -3.239 0.597 5.626 -0.06
C -2.788 -0.241 4.624 -0.31
C -2.709 -1.607 4.830 -0.06
C -3.115 -2.144 6.031 -0.02
S -2.480 0.385 2.996 0.66
O -2.975 1.723 2.807 -0.27
O -3.086 -0.593 2.087 -0.38
N -0.910 0.303 2.571 -0.24
C -0.021 0.907 3.362 -0.48
N 1.210 1.042 2.817 0.08
C 2.155 1.539 3.598 -0.12
C 1.913 1.942 4.901 -0.04
C 0.598 1.831 5.336 -0.10
N -0.359 1.312 4.593 0.14
H -4.569 -1.282 8.853 0.10
H -4.197 -2.850 8.262 0.10
H -4.007 0.718 7.612 0.11
H -3.286 1.654 5.428 0.12
H -2.360 -2.250 4.038 0.10
H -3.076 -3.211 6.195 0.11
H 3.139 1.628 3.156 0.12
H 2.692 2.346 5.524 0.10
H 0.292 2.172 6.318 0.12
C -1.748 1.592 -4.659 -0.27
P -0.270 1.087 -3.656 0.87
C 0.614 0.073 -4.936 -0.26
C 0.764 2.599 -3.784 -0.40
C 0.829 3.391 -4.924 -0.09
C 1.656 4.496 -4.964 -0.06
C 2.430 4.816 -3.861 -0.06
C 2.375 4.028 -2.726 -0.09
C 1.541 2.916 -2.670 -0.39
P 1.524 1.755 -1.232 0.85
C 1.772 2.926 0.169 -0.26
C 3.269 1.186 -1.438 -0.24
H -1.490 1.920 -5.665 0.03
H -2.273 2.398 -4.146 0.05
H -2.422 0.740 -4.743 0.03
H 0.680 0.610 -5.880 0.04
H 0.081 -0.863 -5.092 0.03
H 1.621 -0.143 -4.581 0.04
H 0.243 3.146 -5.795 0.10
H 1.709 5.098 -5.856 0.11
H 3.087 5.672 -3.892 0.11
H 3.000 4.291 -1.886 0.10
H 2.654 3.553 0.048 0.04
H 1.883 2.318 1.066 -0.01
H 0.890 3.557 0.276 0.05
H 3.941 2.038 -1.518 0.05
H 3.358 0.579 -2.337 0.04
H 3.530 0.584 -0.573 0.02
C 3.128 -1.966 2.005 -0.07
C 1.828 -1.562 1.310 -0.31
O 1.943 -0.501 0.631 -0.39
H 3.348 -3.015 1.820 0.07
H 2.966 -1.850 3.076 0.08
H 3.967 -1.336 1.697 0.07

***

Entry 2:
89
Properties=species:S:1:pos:R:3:lowdin_charge:R:1 method="wB97M-V/def2-TZVPD" e_homo_ev="-1.96 / -4.38" e_above_lowest_ev=0.647 multiplicity=4 gap_ev="4.4 / 6.8" total_charge=-1 s_squared=3.858 e_lumo_ev="2.41 / 2.41"
Co 0.871 -1.337 0.615 0.77
Br 5.177 -3.783 0.577 0.72
C 3.662 -4.049 1.691 -0.62
C 3.676 -5.077 2.626 -0.22
C 2.570 -5.271 3.430 -0.63
Br 2.632 -6.709 4.687 0.68
C 1.412 -4.476 3.347 -0.22
C 0.219 -4.631 4.105 -0.09
C -0.861 -3.771 3.829 -0.12
C -0.752 -2.792 2.877 -0.17
N 0.389 -2.578 2.169 0.00
C 1.445 -3.430 2.388 -0.16
C 2.563 -3.211 1.562 -0.37
O 2.519 -2.193 0.695 -0.19
H 4.543 -5.716 2.721 0.08
H 0.142 -5.410 4.848 0.05
H -1.797 -3.880 4.363 0.09
H -1.585 -2.138 2.644 0.08
C -2.234 -2.499 -0.584 -0.12
O -0.873 -2.877 -0.488 -0.13
H -2.840 -2.980 0.190 0.08
H -2.650 -2.733 -1.569 0.08
H -2.274 -1.422 -0.435 0.06
H -0.790 -3.830 -0.573 0.10
C 1.485 2.964 -0.121 -0.02
C 0.647 3.115 1.142 -0.64
C 1.262 2.310 2.281 -0.02
C 0.534 4.582 1.537 -0.03
O -0.695 2.677 0.897 -0.10
Si -1.300 1.261 0.304 0.03
O -0.381 -0.001 0.544 -0.26
O -1.623 1.411 -1.308 -0.09
C -2.369 2.390 -2.034 -0.64
C -1.434 3.526 -2.432 -0.03
C -3.528 2.944 -1.212 -0.04
C -2.907 1.683 -3.271 -0.03
O -2.775 1.078 1.011 -0.11
C -3.203 1.235 2.362 -0.64
C -3.541 2.703 2.605 -0.03
C -4.449 0.371 2.498 -0.03
C -2.127 0.766 3.334 -0.02
H 2.502 3.322 0.055 0.09
H 1.052 3.543 -0.937 0.07
H 1.549 1.922 -0.432 0.07
H 2.281 2.653 2.473 0.09
H 1.294 1.248 2.039 0.07
H 0.682 2.439 3.195 0.08
H 1.524 5.019 1.682 0.08
H -0.031 4.682 2.465 0.08
H 0.015 5.139 0.755 0.08
H -1.055 4.024 -1.539 0.07
H -1.960 4.261 -3.044 0.08
H -0.586 3.138 -3.000 0.08
H -3.163 3.486 -0.340 0.08
H -4.173 2.138 -0.863 0.09
H -4.114 3.632 -1.828 0.09
H -2.091 1.223 -3.825 0.07
H -3.424 2.389 -3.925 0.08
H -3.606 0.898 -2.980 0.09
H -4.379 3.008 1.975 0.08
H -2.680 3.328 2.370 0.07
H -3.818 2.861 3.650 0.08
H -5.178 0.655 1.738 0.08
H -4.901 0.493 3.485 0.08
H -4.195 -0.681 2.359 0.08
H -1.272 1.438 3.314 0.07
H -1.777 -0.232 3.066 0.06
H -2.519 0.738 4.353 0.09
C 3.477 0.938 -3.400 -0.01
C 3.095 -0.374 -2.745 -0.47
C 4.319 -1.252 -2.526 -0.01
O 2.555 -0.087 -1.432 0.10
B 1.587 -1.029 -1.189 -0.55
O 1.242 -1.749 -2.303 0.12
C 1.911 -1.126 -3.426 -0.47
C 2.334 -2.209 -4.399 -0.01
C 0.900 -0.186 -4.061 -0.01
H 4.288 1.398 -2.835 0.09
H 2.638 1.631 -3.419 0.08
H 3.824 0.772 -4.423 0.09
H 5.002 -0.730 -1.856 0.10
H 4.835 -1.461 -3.465 0.09
H 4.050 -2.192 -2.044 0.08
H 2.890 -2.995 -3.893 0.09
H 2.959 -1.793 -5.193 0.09
H 1.451 -2.654 -4.859 0.09
H 0.558 0.553 -3.334 0.09
H 0.034 -0.770 -4.377 0.09
H 1.312 0.329 -4.932 0.09

***

Entry 3:
93
Properties=species:S:1:pos:R:3:lowdin_charge:R:1 method="wB97M-V/def2-TZVPD" e_homo_ev=-5.80 e_above_lowest_ev=0.000 gap_ev=8.3 total_charge=-1 e_lumo_ev=2.46
Bi 0.335 -0.657 0.300 1.91
O 3.542 0.187 0.704 -0.16
P 3.155 -0.510 2.131 0.25
O 4.276 -1.373 2.563 -0.28
O 1.761 -1.215 1.931 -0.48
O 2.881 0.747 3.083 -0.26
P 1.639 1.838 2.897 0.21
O 2.445 3.037 2.233 -0.13
O 1.136 2.229 4.227 -0.30
O 0.580 1.384 1.868 -0.48
H 4.002 -0.400 0.085 0.03
H 3.176 3.294 2.809 0.08
C -2.167 -1.425 -3.329 -0.03
C -2.799 -1.047 -2.008 -0.31
C -4.156 -0.632 -1.882 -0.03
C -4.627 -0.317 -0.598 -0.08
C -3.821 -0.312 0.475 -0.04
C -2.503 -0.805 0.252 -0.49
N -2.039 -1.142 -0.938 0.07
N -1.583 -0.892 1.283 -0.24
Si -2.034 -0.567 2.984 0.40
C -0.699 -1.208 4.198 -0.15
C -2.326 1.210 3.271 -0.17
C -3.503 -1.577 3.618 -0.18
H -1.902 -0.562 -3.913 0.05
H -2.940 -1.917 -3.967 0.09
H -1.225 -2.003 -3.179 0.09
H -4.696 -0.840 -2.749 0.08
H -5.684 -0.107 -0.568 0.10
H -4.027 -0.137 1.512 0.07
H 0.186 -0.597 4.189 0.00
H -0.346 -2.222 4.014 0.02
H -1.148 -1.030 5.186 0.04
H -1.379 1.720 3.553 0.03
H -3.110 1.505 3.995 0.05
H -2.646 1.647 2.306 0.02
H -3.178 -2.623 3.664 0.03
H -4.527 -1.530 3.237 0.03
H -3.456 -1.237 4.651 0.02
C 0.762 -5.486 -1.171 -0.17
Si 0.192 -4.216 0.136 0.40
C 0.978 -4.906 1.720 -0.17
C -1.676 -4.316 0.470 -0.17
N 0.754 -2.693 -0.415 -0.27
C 2.093 -2.538 -0.878 -0.36
C 3.205 -3.032 -0.230 -0.05
C 4.496 -2.630 -0.604 -0.10
C 4.751 -1.713 -1.606 -0.12
C 3.668 -1.181 -2.305 -0.02
C 2.373 -1.611 -1.949 -0.21
O 1.261 -1.137 -2.665 -0.06
C 1.219 0.135 -3.199 -0.29
C 0.540 0.266 -4.418 -0.03
C 0.618 1.505 -5.038 -0.11
C 1.225 2.574 -4.419 -0.11
C 1.754 2.448 -3.126 -0.05
C 1.705 1.210 -2.483 -0.04
H 0.532 -6.533 -0.977 0.02
H 1.814 -5.269 -1.279 0.00
H 0.285 -5.312 -2.180 0.04
H 2.047 -4.771 1.726 0.00
H 0.757 -5.957 1.908 0.03
H 0.631 -4.381 2.615 0.02
H -1.868 -5.278 0.981 0.03
H -2.267 -4.257 -0.424 0.01
H -2.035 -3.474 1.098 0.01
H 3.052 -3.626 0.636 0.08
H 5.370 -2.904 -0.017 0.11
H 5.799 -1.441 -1.759 0.11
H 3.776 -0.484 -3.145 0.13
H 0.178 -0.640 -4.943 0.12
H 0.135 1.634 -6.082 0.13
H 1.272 3.533 -4.890 0.09
H 2.180 3.244 -2.571 0.09
H 2.089 1.169 -1.479 0.09
C -1.362 5.230 -1.282 -0.07
C -0.453 4.829 -0.109 -0.64
C -1.097 5.131 1.243 -0.05
C 0.971 5.471 -0.202 -0.04
N -0.162 3.397 -0.258 -0.08
N -1.403 2.650 -0.235 0.03
H -1.244 6.336 -1.395 0.08
H -2.377 4.896 -1.102 0.05
H -0.968 4.740 -2.271 0.10
H -1.258 6.175 1.549 0.08
H -0.477 4.671 2.001 0.07
H -2.097 4.706 1.352 0.07
H 0.920 6.571 -0.052 0.09
H 1.445 5.189 -1.151 0.07
H 1.573 5.054 0.578 0.05
H 0.311 3.108 0.593 0.05
H -1.199 1.950 -0.970 0.06
H -1.381 2.050 0.584 0.02

***

Entry 4:
82
Properties=species:S:1:pos:R:3:lowdin_charge:R:1 method="wB97M-V/def2-TZVPD" e_homo_ev="-13.19 / -13.41" e_above_lowest_ev=1.859 multiplicity=6 gap_ev="7.1 / 6.9" total_charge=+2 s_squared=8.759 e_lumo_ev="-6.05 / -6.54"
C 2.541 4.617 -1.122 -0.01
C 1.442 4.320 -1.944 -0.24
C 1.661 4.013 -3.293 -0.01
C 2.963 4.111 -3.786 -0.12
N 4.011 4.437 -3.020 0.08
C 3.799 4.677 -1.722 -0.13
C 0.172 4.109 -1.355 0.06
C -0.769 3.724 -0.679 0.07
C -1.718 3.046 0.166 -0.20
C -1.268 2.049 1.032 -0.02
C -2.196 1.256 1.717 -0.27
C -3.487 1.224 1.164 -0.53
C -4.033 2.371 0.611 -0.04
C -3.099 3.327 0.133 0.04
Mn -1.543 -0.759 1.470 0.78
P 1.258 -0.515 0.054 0.92
H 0.903 3.606 -3.942 0.12
H 2.485 4.700 -0.046 0.11
H 3.174 3.926 -4.841 0.12
H 4.681 4.940 -1.134 0.12
H -3.483 4.222 -0.361 0.14
H -0.218 1.930 1.225 0.10
H -5.109 2.534 0.601 0.13
H -1.886 0.668 2.624 0.08
C 2.018 -2.178 0.351 -0.42
C 3.228 -2.612 -0.465 -0.14
H 1.197 -2.897 0.190 0.05
H 2.245 -2.211 1.428 0.08
H 3.453 -3.652 -0.204 0.08
H 3.040 -2.591 -1.546 0.07
H 4.133 -2.036 -0.236 0.06
C 1.552 -0.104 -1.733 -0.40
C 2.915 0.428 -2.172 -0.14
H 0.789 0.662 -1.952 0.07
H 1.293 -0.999 -2.318 0.05
H 2.870 0.649 -3.248 0.08
H 3.181 1.375 -1.676 0.06
H 3.730 -0.301 -2.040 0.07
C 2.371 0.678 0.942 -0.41
C 3.862 0.366 1.006 -0.14
H 1.964 0.742 1.965 0.04
H 2.211 1.661 0.469 0.07
H 4.352 1.159 1.584 0.08
H 4.071 -0.582 1.516 0.07
H 4.341 0.368 0.020 0.06
Br -4.445 -0.545 1.357 0.84
P -1.915 -1.760 -1.270 0.93
C -0.800 -2.660 -2.435 -0.40
C -1.313 -3.987 -2.985 -0.13
H 0.133 -2.824 -1.870 0.05
H -0.574 -1.968 -3.260 0.08
H -0.511 -4.446 -3.577 0.09
H -1.574 -4.698 -2.193 0.07
H -2.169 -3.870 -3.665 0.08
C -3.043 -3.021 -0.507 -0.46
C -4.335 -3.294 -1.264 -0.15
H -3.304 -2.646 0.501 -0.04
H -2.457 -3.941 -0.372 0.08
H -4.944 -3.996 -0.677 0.09
H -4.944 -2.391 -1.404 0.07
H -4.168 -3.771 -2.241 0.07
C -2.944 -0.602 -2.246 -0.41
C -3.288 -1.075 -3.650 -0.13
H -2.350 0.325 -2.289 0.07
H -3.847 -0.377 -1.656 0.06
H -3.849 -0.289 -4.165 0.09
H -2.399 -1.274 -4.255 0.07
H -3.927 -1.965 -3.651 0.07
C -1.330 -0.041 5.521 -0.16
P 0.173 -0.462 4.613 0.61
C 1.359 0.864 4.927 -0.16
C 0.873 -1.927 5.405 -0.15
O -0.151 -0.693 3.135 -0.48
H -1.229 -0.296 6.587 0.07
H -2.174 -0.602 5.093 0.06
H -1.543 1.034 5.424 0.07
H 1.428 1.096 5.999 0.08
H 2.354 0.561 4.583 0.06
H 1.065 1.773 4.390 0.06
H 0.280 -2.794 5.101 0.07
H 1.904 -2.058 5.061 0.07
H 0.861 -1.834 6.499 0.08

***

Quick rundown of largest force on an atom, same order as above: 4.33; 0.52; 3.37; 3.57 eV/Å